Entry from OMol25: a structure of composition C19H15F5GdN2O5 at a distorted geometry (wB97M-V/def2-TZVPD).

Structure (ORCA input):
```
! RIJCOSX wB97M-V def2-TZVPD def2/J DEFGRID3
* xyz 1 8
Gd 1.015 0.398 -0.144
O 4.049 -1.642 2.915
C 3.266 -0.892 2.151
O 3.409 -0.709 0.964
C 2.126 -0.266 2.901
C 1.672 -0.588 4.159
C 0.532 0.078 4.623
C -0.089 1.039 3.840
C 0.463 1.311 2.597
N 1.525 0.653 2.157
C -0.098 2.353 1.632
O -1.078 2.981 1.940
O 0.583 2.403 0.504
H 4.737 -2.021 2.346
H 2.181 -1.330 4.757
H 0.137 -0.161 5.603
H -0.967 1.581 4.161
O -1.274 0.434 -0.241
C -1.872 0.476 -1.322
C -3.341 0.709 -1.402
C -3.568 1.975 -2.266
C -2.453 3.040 -2.195
C -1.278 2.828 -3.165
C -0.357 1.678 -2.781
N -1.145 0.445 -2.495
H -3.708 0.827 -0.385
H -3.836 -0.166 -1.834
H -4.509 2.416 -1.943
H -3.719 1.683 -3.308
H -2.080 3.142 -1.168
H -2.899 4.005 -2.429
H -0.684 3.740 -3.242
H -1.667 2.633 -4.170
H 0.178 1.993 -1.885
H 0.372 1.443 -3.552
H -1.745 0.256 -3.289
F 2.681 -2.338 -2.645
C 2.045 -2.774 -1.548
C 1.294 -1.944 -0.764
C 0.714 -2.468 0.344
F 0.013 -1.606 1.165
C 0.812 -3.790 0.721
F 0.222 -4.265 1.813
C 1.563 -4.618 -0.097
F 1.694 -5.900 0.204
C 2.185 -4.114 -1.232
F 2.902 -4.927 -1.994
*
```

Computed properties:
LUMO energy (alpha / beta) = -3.7214 / -5.7271 eV
gap between HOMO and LUMO (alpha / beta) = 8.6 / 6.5 eV
E = -2483.55916 hartree
energy relative to the best compared isomer or geometry (same formula, charge and spin) = 0.0000 eV
strongest force on any atom = 1.91 eV/Å

The molecule's Mulliken atomic charges, reported in e, are given here: atom 1 (Gd): 0.781, atom 2 (O): -0.437, atom 3 (C): 0.197, atom 4 (O): -0.502, atom 5 (C): 0.505, atom 6 (C): -0.294, atom 7 (C): -0.566, atom 8 (C): -0.454, atom 9 (C): 0.778, atom 10 (N): -0.233, atom 11 (C): 0.138, atom 12 (O): -0.625, atom 13 (O): -0.616, atom 14 (H): 0.402, atom 15 (H): 0.553, atom 16 (H): 0.465, atom 17 (H): 0.553, atom 18 (O): -0.257, atom 19 (C): 0.388, atom 20 (C): -0.730, atom 21 (C): -0.688, atom 22 (C): -0.511, atom 23 (C): -0.807, atom 24 (C): -0.351, atom 25 (N): -0.174, atom 26 (H): 0.374, atom 27 (H): 0.352, atom 28 (H): 0.415, atom 29 (H): 0.327, atom 30 (H): 0.178, atom 31 (H): 0.394, atom 32 (H): 0.438, atom 33 (H): 0.348, atom 34 (H): 0.039, atom 35 (H): 0.443, atom 36 (H): 0.424, atom 37 (F): -0.332, atom 38 (C): 0.506, atom 39 (C): -0.349, atom 40 (C): 0.286, atom 41 (F): -0.348, atom 42 (C): -0.024, atom 43 (F): -0.309, atom 44 (C): 0.634, atom 45 (F): -0.280, atom 46 (C): 0.241, atom 47 (F): -0.271